# 1
DFT (wB97M-V/def2-TZVPD) results for a structure of composition C4H12F2NaO2S2.

- energy above the lowest of the compared OMol25 structures with the same formula, charge and spin (kcal/mol) = 40.9
- orbital gap (eV) = 5.2
- charge = -1

XYZ file:
```
23
Properties=species:S:1:pos:R:3:forces:R:3:mulliken_charge:R:1
O 0.94134 -1.38186 -1.11115 -0.094 0.451 -0.404 -0.501
H 0.54361 1.81750 0.21695 -1.196 0.096 -0.175 0.206
H -1.15180 -0.00452 -2.62922 -0.050 0.060 -0.321 0.384
H 0.10308 2.91569 1.62369 0.199 0.164 -0.317 0.379
H 0.28498 -0.02334 3.69012 0.119 0.058 -0.269 0.351
C -0.60975 0.68916 -1.98650 -0.613 -0.940 -0.839 -1.027
H -1.36054 0.28201 4.17326 0.089 0.377 0.409 0.335
C 0.28583 1.90001 1.27281 0.278 -0.092 1.068 -0.849
S -1.11542 0.87351 1.94838 2.136 -1.180 -1.406 0.403
H -1.27967 0.72583 -1.12745 0.902 -0.039 0.601 0.283
H 2.22042 -0.72851 -4.00684 0.000 -0.003 0.497 0.317
H 1.22441 1.52888 1.68442 -0.142 -0.092 0.668 0.284
H -0.13821 1.67769 4.07995 -0.381 -0.011 0.033 0.354
F 0.60504 -4.03652 2.51646 0.240 0.884 -0.280 -0.946
Na -0.25894 -2.53957 0.74691 -0.428 -1.886 0.555 0.942
H -0.57488 1.66466 -2.47157 0.354 -0.027 0.019 0.390
C 1.20864 -0.47683 -3.68896 -0.704 0.369 -0.043 -1.040
C -0.50073 0.73203 3.67695 -0.256 -0.508 -0.787 -0.950
O -0.83382 -0.46680 1.29258 -0.847 1.524 0.871 -0.568
F -2.02143 -4.17540 0.29516 0.231 0.823 -0.353 -0.950
H 0.51141 -1.23057 -4.05480 0.061 -0.622 0.824 0.372
S 1.06337 -0.09368 -1.83812 -0.267 -0.114 -0.749 0.454
H 0.85314 0.35063 -4.30298 0.367 0.708 0.398 0.378
```
Forces are in eV/Å.



# 2
DFT (wB97M-V/def2-TZVPD) results for a structure of composition C4H12FO2S2Sn.

- orbital gap (spin up / spin down) (eV) = 6.3 / 4.2
- charge = +2
- spin multiplicity = 2

XYZ file:
```
22
Properties=species:S:1:pos:R:3:forces:R:3:mulliken_charge:R:1
H 0.22545 -4.27647 0.23269 0.245 0.184 0.422 0.394
H 0.96904 2.81341 1.65862 -0.452 -0.242 0.004 0.328
O -0.16556 2.58847 -0.99004 -0.969 1.051 0.859 -0.298
C 0.50919 3.74414 1.32637 -0.298 0.184 -0.308 -0.841
H -1.28056 1.18972 0.95746 0.938 0.118 0.665 0.128
C -0.43428 -3.41154 0.16381 0.254 0.723 0.204 -0.923
F -0.37530 -2.57757 -3.35684 0.394 3.243 0.653 -0.600
H -2.69042 1.68058 0.38813 -0.805 1.224 0.167 0.354
H -0.86161 -3.47997 -0.83660 -0.016 0.660 -0.093 0.328
S 0.61656 -1.87974 0.47922 -0.004 -1.585 -1.894 0.508
Sn -0.08439 0.31192 -2.94201 -0.304 -3.819 0.664 1.436
H -1.18336 -3.44169 0.95505 0.030 -0.011 -0.146 0.345
H -2.10700 2.41811 2.05867 -0.308 0.065 -0.316 0.406
C -1.91270 2.07357 1.04298 1.003 -0.258 -1.119 -0.562
C 1.85893 -2.24331 -0.80494 1.080 0.198 0.054 -0.621
H 2.10895 -3.29617 -0.93562 -0.300 -0.030 0.324 0.328
H 1.60160 -1.86949 -1.79597 -0.944 -0.140 0.033 -0.039
O -0.04439 -0.60874 -0.08424 -0.405 0.698 -0.923 -0.492
H 2.79223 -1.72433 -0.58656 -0.017 0.001 0.527 0.352
H 0.00601 4.29252 2.12273 0.264 0.113 0.093 0.432
S -0.83270 3.38351 0.13415 0.914 -2.726 0.193 0.653
H 1.28431 4.31307 0.81294 -0.301 0.349 -0.062 0.383
```
Forces are in eV/Å.



# 3
DFT (wB97M-V/def2-TZVPD) results for a structure of composition C4H12KO6P2.

- orbital gap (eV) = 11.9
- charge = +1

XYZ file:
```
25
Properties=species:S:1:pos:R:3:forces:R:3:mulliken_charge:R:1
O -1.18021 -0.66302 -0.92628 0.238 -0.141 -0.068 -0.282
P 3.43771 -0.98635 -0.86330 0.392 0.364 -0.481 0.388
P 0.86559 -1.26248 0.26031 -0.182 -0.586 0.989 1.127
H 3.79132 -1.79595 -1.94006 -0.046 -0.180 0.042 0.107
O 0.11761 -2.53092 0.69916 -0.094 -0.281 -0.069 -0.279
H -0.45364 2.96048 0.98715 0.143 0.223 0.103 0.330
C -1.62210 0.67819 -1.20885 -0.133 0.115 0.093 -0.845
H -1.73374 3.75388 0.10183 -0.016 -0.003 0.016 0.377
H -2.88230 1.80084 0.07526 -0.030 -0.091 0.162 0.460
K 0.98846 1.64043 -0.51215 2.410 -0.149 -0.217 0.947
O 2.30752 -1.83587 -0.10290 -0.180 -0.287 -0.433 -0.305
H -0.24987 -2.76465 2.72807 -0.001 -0.030 0.012 0.288
H -1.49844 -3.37844 1.60145 -0.027 -0.014 0.020 0.252
H -1.58345 0.98812 0.92507 -0.084 -0.135 -0.040 0.172
O 2.95745 0.35304 -1.24808 0.298 -0.012 -0.076 -0.594
C -1.04856 2.91163 0.08093 -1.504 0.231 0.363 -1.200
O 0.26313 -0.80072 -1.16958 -0.371 -0.105 -0.276 -0.227
H -2.57391 0.52160 -1.71417 0.020 -0.134 -0.007 0.340
C -1.82208 1.56490 0.03193 -0.070 0.201 0.067 -0.200
H -0.96788 1.14270 -1.94159 0.051 -0.162 -0.335 0.599
H -1.33539 -1.62114 1.89430 -0.055 -0.023 0.028 0.244
O 0.92669 -0.14679 1.20140 -0.166 0.178 0.424 -0.663
C -0.81216 -2.57000 1.82058 0.108 0.109 -0.089 -0.518
H -0.42230 3.03227 -0.78001 -0.644 1.052 -0.417 0.360
H 4.53053 -0.99175 -0.00048 -0.059 -0.140 0.192 0.120
```
Forces are in eV/Å.



Number 1: strongest force on any atom 2.816 eV/Å. Number 2: strongest force on any atom 3.888 eV/Å. Number 3: strongest force on any atom 2.424 eV/Å.